{"formula": "C6H12O", "method": "ωB97M-V/def2-TZVPD", "species": ["H", "H", "H", "O", "H", "C", "H", "H", "H", "H", "C", "C", "H", "C", "H", "H", "C", "C", "H"], "positions_angstrom": [[2.27, -1.33, -0.90], [1.70, 1.53, 1.74], [-1.99, -1.59, -0.28], [-2.46, 1.76, 0.28], [-2.71, -0.82, 1.22], [1.55, 0.99, 0.80], [1.08, -2.11, -1.98], [-2.11, 2.00, 1.14], [0.91, -1.03, 1.43], [-1.56, 0.71, -1.24], [-1.99, -0.74, 0.40], [0.54, -0.10, 1.02], [2.53, 0.60, 0.49], [-1.73, 0.65, -0.16], [1.22, 1.71, 0.04], [1.59, -0.39, -2.26], [-0.73, -0.02, 0.66], [1.38, -1.17, -1.52], [0.57, -0.82, -0.90]], "smiles": "C/C=C1/C[C@H]1O.C", "orbital_gap_ev": 10.24, "total_energy_ev": -8461.504, "charge": 0, "homo_energy_ev": -9.33, "relative_energy_kcal_mol": 65.7}